Here is a cluster of 8 separate species, C35H49BrN8P in total at a distorted geometry from the OMol25 dataset. Energies are from ωB97M-V with the def2-TZVPD basis set.

Output
Orbital gap: 4.1 eV
Total charge: +1
LUMO level: -0.195 Eh
Highest occupied orbital energy: -9.355 eV

Each line ends with the Mulliken charge.
CARTESIAN COORDINATES (ANGSTROEM)
C1 -2.355 -3.304 -5.283  -0.9699
C2 -3.195 -2.344 -4.245  -0.3153
P1 -2.462 -2.243 -2.480  0.3827
C3 -1.582 -3.951 -2.153  -0.9902
C4 -1.057 -0.960 -2.348  0.2272
C5 -0.339 -0.589 -3.772  -0.6506
N1 -1.246 0.419 -4.458  0.0559
C6 -1.864 1.113 -3.410  -0.6800
C7 -1.432 0.572 -1.886  -0.2145
Br1 -3.138 0.297 -0.844  -0.0590
H1 -2.255 -4.433 -4.912  0.2456
H2 -3.005 -3.362 -6.273  0.3475
H3 -1.308 -2.889 -5.599  0.1891
H4 -4.265 -2.859 -4.122  0.2767
H5 -3.430 -1.273 -4.718  0.2588
H6 -1.343 -3.933 -0.987  0.3686
H7 -2.366 -4.765 -2.455  0.3461
H8 -0.589 -3.972 -2.796  0.2600
H9 -0.167 -1.292 -1.665  -0.2520
H10 0.598 0.074 -3.466  0.3847
H11 0.154 -1.451 -4.387  0.3074
H12 -1.358 0.535 -5.492  0.3299
H13 -2.597 1.980 -3.694  0.5135
H14 -0.556 1.165 -1.343  0.5794
N2 0.527 0.398 2.484  -0.0193
C8 0.270 -0.059 1.218  -0.3114
C9 1.354 -0.800 0.805  -0.0865
C10 2.296 -0.795 1.862  -0.8683
C11 1.758 -0.050 2.887  -0.5963
H15 -0.095 0.975 3.036  0.2086
H16 -0.659 0.183 0.720  0.2724
H17 1.455 -1.293 -0.153  0.4398
H18 3.262 -1.283 1.874  0.4324
H19 2.145 0.200 3.866  0.5648
N3 5.148 0.455 5.085  0.2178
C12 5.018 1.299 4.014  -0.4550
C13 6.266 1.477 3.458  -0.7678
C14 7.179 0.709 4.219  -0.3427
C15 6.462 0.086 5.215  -0.8994
H20 4.393 0.151 5.686  0.2347
H21 4.052 1.700 3.739  0.5065
H22 6.493 2.093 2.598  0.4446
H23 8.246 0.620 4.057  0.4695
H24 6.773 -0.586 6.004  0.5878
N4 -6.748 -1.041 -2.925  0.1442
C16 -7.486 -2.101 -2.467  -0.3488
C17 -8.777 -1.948 -2.921  -0.6467
C18 -8.818 -0.757 -3.685  -0.3009
C19 -7.550 -0.219 -3.674  -0.5616
H25 -5.765 -0.889 -2.741  0.1628
H26 -7.031 -2.870 -1.857  0.3911
H27 -9.601 -2.622 -2.724  0.4163
H28 -9.678 -0.338 -4.190  0.3730
H29 -7.152 0.676 -4.132  0.3834
N5 8.594 -0.592 8.298  0.0656
C20 9.257 0.317 7.514  -0.3075
C21 10.608 0.099 7.661  -0.6433
C22 10.767 -0.982 8.560  -0.4729
C23 9.507 -1.391 8.935  -0.5053
H30 7.589 -0.662 8.390  0.2429
H31 8.711 1.039 6.922  0.4001
H32 11.396 0.659 7.172  0.4118
H33 11.699 -1.416 8.897  0.3865
H34 9.182 -2.180 9.601  0.4058
N6 6.062 3.215 8.393  0.0177
C24 5.416 2.590 7.359  -0.1681
C25 4.077 2.903 7.441  -0.0493
C26 3.911 3.751 8.562  -0.8205
C27 5.153 3.930 9.130  -0.4837
H35 7.054 3.159 8.583  0.2141
H36 5.962 1.977 6.655  0.1135
H37 3.304 2.559 6.767  0.4401
H38 2.985 4.186 8.917  0.3815
H39 5.467 4.501 9.993  0.3775
N7 -9.194 -3.888 -7.233  -0.0120
C28 -10.330 -3.883 -7.999  -0.4703
C29 -11.279 -3.127 -7.347  -0.7581
C30 -10.692 -2.654 -6.149  -0.1054
C31 -9.403 -3.137 -6.106  -0.2717
H40 -8.334 -4.370 -7.464  0.1905
H41 -10.367 -4.418 -8.939  0.3715
H42 -12.285 -2.935 -7.698  0.3779
H43 -11.158 -2.029 -5.399  0.3974
H44 -8.619 -3.012 -5.370  0.2802
N8 -0.550 5.229 -3.468  -0.0130
C32 -0.214 3.971 -3.896  -0.0604
C33 0.766 4.095 -4.855  -0.3179
C34 1.034 5.477 -5.007  -0.5901
C35 0.209 6.153 -4.136  -0.4563
H45 -1.249 5.441 -2.768  0.2095
H46 -0.701 3.097 -3.484  0.0683
H47 1.237 3.280 -5.387  0.3794
H48 1.752 5.929 -5.678  0.3968
H49 0.098 7.211 -3.936  0.3906